7 unconnected molecules or ions with the total composition C30H55BCl2FN6. Source: the Open Molecules 2025 dataset; level of theory: ωB97M-V/def2-TZVPD.

The geometry in XYZ format:
```
95
Properties=species:S:1:pos:R:3
C -0.305 -5.527 4.428
C -1.275 -4.665 3.598
F -2.441 -5.494 3.390
C -1.775 -3.369 4.293
B -0.700 -2.598 5.268
C 0.424 -1.656 4.510
Cl 2.064 -2.516 4.334
C -0.030 -1.014 3.172
C 0.116 -1.925 1.921
Cl 0.958 0.531 2.843
H 0.668 -5.053 4.617
H -0.099 -6.445 3.827
H -0.764 -5.898 5.365
H -0.881 -4.499 2.577
H -2.618 -3.690 4.950
H -2.234 -2.733 3.502
H -1.351 -1.843 5.959
H -0.121 -3.321 6.032
H 0.640 -0.811 5.194
H -1.065 -0.650 3.290
H 0.658 -2.865 2.113
H 0.650 -1.418 1.096
H -0.906 -2.218 1.596
C 2.629 2.600 -1.501
C 2.159 3.679 -0.534
C 0.896 3.283 0.234
C -0.260 3.125 -0.648
N -1.165 2.992 -1.342
H 1.888 2.416 -2.283
H 3.557 2.910 -1.988
H 2.819 1.664 -0.980
H 1.989 4.609 -1.084
H 2.955 3.878 0.188
H 0.672 4.053 0.975
H 1.069 2.356 0.787
C -3.398 3.969 5.117
C -3.425 2.795 4.146
C -3.444 1.436 4.847
C -2.214 1.189 5.603
N -1.254 0.998 6.202
H -2.487 3.968 5.719
H -3.433 4.913 4.570
H -4.256 3.939 5.793
H -2.563 2.859 3.477
H -4.319 2.875 3.522
H -3.566 0.651 4.096
H -4.306 1.369 5.514
C 5.638 -0.574 -4.308
C 4.238 -1.125 -4.546
C 3.162 -0.381 -3.755
C 3.323 -0.545 -2.310
N 3.458 -0.681 -1.179
H 5.943 -0.693 -3.266
H 6.363 -1.103 -4.929
H 5.687 0.488 -4.562
H 4.222 -2.189 -4.296
H 4.004 -1.046 -5.610
H 2.178 -0.757 -4.045
H 3.179 0.682 -4.008
C -6.858 -4.824 3.334
C -6.432 -4.407 1.932
C -5.299 -3.381 1.931
C -5.701 -2.103 2.523
N -6.017 -1.101 2.985
H -7.264 -3.981 3.895
H -7.633 -5.592 3.281
H -6.014 -5.234 3.893
H -7.298 -4.013 1.392
H -6.096 -5.294 1.389
H -4.977 -3.205 0.902
H -4.433 -3.778 2.469
C 9.185 2.711 -6.206
C 8.707 3.779 -5.229
C 7.441 3.374 -4.470
C 6.286 3.228 -5.356
N 5.381 3.108 -6.052
H 8.450 2.533 -6.993
H 10.114 3.026 -6.684
H 9.374 1.766 -5.692
H 8.539 4.714 -5.768
H 9.500 3.970 -4.502
H 7.214 4.136 -3.721
H 7.610 2.440 -3.929
C -3.565 2.125 -3.516
C -4.267 2.063 -4.868
C -4.210 0.676 -5.512
C -2.844 0.276 -5.859
N -1.774 -0.037 -6.131
H -2.497 1.924 -3.609
H -3.675 3.117 -3.079
H -3.991 1.401 -2.819
H -3.829 2.806 -5.539
H -5.316 2.338 -4.731
H -4.815 0.677 -6.422
H -4.650 -0.067 -4.842
```

HOMO-LUMO gap: 7.1272 eV
spin multiplicity: 1
net charge: -1
largest force on an atom: 1.3 eV Å⁻¹
lowest unoccupied orbital energy: 1.8 eV

A molecular structure, C30H55Cl2N2O4P2Si4Ta. Source: the Open Molecules 2025 dataset; level of theory: ωB97M-V/def2-TZVPD.

The geometry in XYZ format:
```
100
Properties=species:S:1:pos:R:3
Ta 0.150 -1.557 0.415
O 0.989 -3.066 -0.600
C 1.387 -3.824 0.725
O -1.563 -2.812 -0.027
C -2.818 -2.988 0.683
H 0.493 -4.217 1.209
H 1.944 -3.123 1.355
H 2.071 -4.608 0.424
H -3.302 -3.870 0.237
H -3.428 -2.095 0.517
H -2.610 -3.127 1.748
C 0.118 -3.759 -1.543
C -1.262 -3.993 -0.922
H 0.603 -4.690 -1.850
H 0.046 -3.134 -2.460
H -1.292 -4.895 -0.279
H -2.056 -4.001 -1.681
Cl -1.518 -0.007 0.091
Cl -0.402 -2.029 2.557
N -1.033 3.153 -0.775
P 0.332 -0.251 -2.568
P -0.722 1.139 3.001
C -1.267 2.789 2.573
C 1.018 0.942 3.439
C 0.093 1.412 -3.248
C 2.060 -0.859 -2.568
Si 3.034 -0.889 -0.917
H 2.591 -0.163 -3.243
H 2.088 -1.870 -3.005
C 4.511 0.312 -1.041
C 3.962 -2.551 -0.814
Si 2.153 0.089 2.093
H 1.109 0.450 4.417
H 1.386 1.977 3.604
C 2.764 -1.382 3.284
C 3.793 1.067 2.321
Si -1.476 3.537 0.775
H -0.584 3.420 3.182
H -2.252 2.867 3.089
C -0.467 5.147 0.895
C -3.333 3.850 0.590
Si -1.101 2.639 -2.351
H -0.313 1.216 -4.260
H 1.094 1.854 -3.392
C -1.816 0.337 4.174
C -1.350 -0.358 5.322
H -0.364 -0.107 5.730
C -2.117 -1.375 5.879
H -1.742 -1.919 6.743
C -3.376 -1.681 5.360
H -4.000 -2.437 5.836
C -3.875 -0.957 4.280
H -4.884 -1.142 3.898
C -3.117 0.045 3.687
H -3.475 0.585 2.806
C -0.571 -1.266 -3.783
C -1.894 -1.666 -3.496
H -2.361 -1.346 -2.553
C -2.592 -2.461 -4.404
H -3.619 -2.744 -4.175
C -1.978 -2.874 -5.590
H -2.526 -3.506 -6.285
C -0.672 -2.473 -5.880
H -0.191 -2.785 -6.808
C 0.031 -1.656 -4.993
H 1.045 -1.320 -5.223
H -3.833 2.953 0.190
H -3.474 4.651 -0.154
H -3.837 4.148 1.519
H 0.518 4.971 1.329
H -0.975 5.935 1.450
H -0.306 5.486 -0.131
C -2.825 2.114 -2.909
C -0.657 4.366 -2.999
H -3.029 1.042 -2.783
H -2.960 2.362 -3.973
H -3.577 2.667 -2.332
H 0.391 4.562 -2.743
H -1.248 5.088 -2.421
H -0.829 4.523 -4.065
H 3.466 -3.349 -1.375
H 4.074 -2.863 0.230
H 4.960 -2.383 -1.240
H 4.835 0.724 -0.079
H 4.289 1.156 -1.707
H 5.393 -0.190 -1.469
H 2.801 -1.021 4.321
H 3.777 -1.705 3.004
H 2.105 -2.259 3.284
H 3.938 1.947 1.686
H 4.692 0.447 2.205
H 3.875 1.461 3.348
N 1.974 -0.886 0.546
C 2.416 3.296 0.305
C 1.768 2.008 -0.068
O 1.890 1.457 -1.188
O 1.100 1.457 0.930
H 3.449 3.273 -0.057
H 2.371 3.470 1.389
H 1.921 4.099 -0.245
```

HOMO-LUMO gap (alpha / beta): 4.3037 / 4.1406 eV
spin multiplicity: 1
net charge: 0
largest force on an atom: 6.0 eV Å⁻¹
lowest unoccupied orbital energy (alpha / beta): -1.4 / -1.5 eV